[1]
{"formula": "C29H32AsN3O3SZr", "method": "the ωB97M-V functional and the def2-TZVPD basis", "species": ["Zr", "C", "C", "C", "C", "C", "C", "C", "H", "H", "H", "H", "H", "H", "H", "H", "S", "C", "C", "C", "C", "C", "C", "As", "C", "C", "C", "C", "C", "C", "C", "C", "C", "C", "C", "C", "H", "H", "H", "H", "H", "H", "H", "H", "H", "H", "H", "H", "H", "H", "N", "C", "C", "O", "O", "H", "H", "H", "H", "C", "N", "C", "N", "O", "H", "H", "H", "H", "H", "H"], "coordinates": [[-0.6681, 0.2404, -0.8237], [-0.8687, 0.0858, -4.4956], [-1.3249, -0.6457, -3.2687], [-0.5048, -1.6277, -2.6834], [-0.9462, -2.3719, -1.5833], [-2.1972, -2.1086, -1.0160], [-3.0146, -1.1307, -1.5818], [-2.5932, -0.4307, -2.7134], [-0.7232, -0.6207, -5.3140], [0.0901, 0.5770, -4.3250], [-1.5976, 0.8290, -4.8129], [0.4390, -1.8703, -3.1521], [-0.3551, -3.2046, -1.2233], [-2.5596, -2.7097, -0.1929], [-4.0136, -0.9815, -1.1939], [-3.2775, 0.2486, -3.2038], [1.4163, 0.8759, -1.9579], [2.6891, 0.8388, -0.7224], [3.8236, 1.6180, -0.9344], [4.9217, 1.4939, -0.1005], [4.9168, 0.5604, 0.9266], [3.7887, -0.2111, 1.1473], [2.6531, -0.0484, 0.3573], [1.0262, -1.0552, 0.7227], [0.6411, -0.7579, 2.6139], [-0.5837, -1.2575, 3.0638], [-0.9568, -1.1160, 4.3911], [-0.1058, -0.4773, 5.2822], [1.1101, 0.0235, 4.8402], [1.4820, -0.1079, 3.5096], [1.7791, -2.8555, 0.7348], [1.6917, -3.6921, 1.8400], [2.2603, -4.9570, 1.7835], [2.9043, -5.3841, 0.6319], [2.9849, -4.5478, -0.4752], [2.4173, -3.2861, -0.4281], [3.8439, 2.3026, -1.7721], [5.7966, 2.1053, -0.2760], [5.7906, 0.4289, 1.5502], [3.7914, -0.9755, 1.9150], [-1.2400, -1.7730, 2.3713], [-1.9072, -1.5047, 4.7330], [-0.3865, -0.3697, 6.3214], [1.7784, 0.5159, 5.5338], [2.4154, 0.3174, 3.1718], [1.1966, -3.3458, 2.7387], [2.1979, -5.6096, 2.6441], [3.3502, -6.3688, 0.5978], [3.4956, -4.8847, -1.3676], [2.4963, -2.6132, -1.2774], [-2.1095, 3.6504, 1.1549], [-1.9776, 2.4674, 2.0197], [-1.3456, 1.4044, 1.1675], [-0.1885, 1.5902, 0.6852], [-1.9756, 0.3618, 0.7797], [-1.1890, 3.9193, 0.8219], [-2.4555, 4.4318, 1.6993], [-2.9617, 2.1349, 2.3417], [-1.3444, 2.6294, 2.8986], [-3.2764, 4.7070, -3.1648], [-2.2985, 3.7235, -2.7196], [-2.5433, 2.7010, -1.9155], [-3.7875, 2.4753, -1.4799], [-1.5936, 1.9059, -1.6114], [-2.7546, 5.4998, -3.6906], [-3.8022, 5.1508, -2.3185], [-3.9994, 4.2628, -3.8507], [-1.3409, 3.8191, -3.0177], [-4.5074, 3.1658, -1.6148], [-3.9133, 1.8391, -0.7117]], "forces_ev_per_a": [[-0.89, -0.82, -3.42], [-0.01, 0.00, -0.03], [-0.04, -0.28, -0.26], [-0.20, -0.21, -0.25], [-0.08, -0.06, -0.12], [0.06, 0.02, -0.16], [-0.05, -0.21, -0.22], [0.08, -0.32, 0.00], [-0.02, -0.01, 0.00], [0.01, 0.00, -0.01], [0.00, 0.00, 0.01], [0.09, 0.09, 0.09], [0.13, 0.14, 0.13], [0.07, 0.10, 0.11], [0.05, 0.12, 0.09], [0.07, 0.17, 0.11], [0.18, -0.14, 0.26], [0.15, -0.08, 0.07], [-0.07, 0.00, -0.07], [0.00, 0.00, 0.01], [0.04, -0.01, 0.03], [-0.17, -0.10, -0.01], [-0.10, 0.05, -0.03], [2.28, -0.75, 1.70], [-0.34, -0.07, -0.15], [0.14, -0.04, -0.11], [-0.06, -0.01, 0.05], [0.04, 0.02, 0.01], [-0.01, -0.02, 0.02], [0.05, 0.11, -0.23], [-0.40, 0.03, -0.31], [-0.11, 0.26, -0.02], [0.02, -0.08, 0.02], [-0.02, 0.02, 0.04], [0.03, -0.07, -0.03], [-0.05, 0.17, 0.03], [0.04, 0.00, 0.01], [0.00, -0.01, 0.00], [0.00, -0.01, -0.02], [0.04, 0.05, 0.08], [-0.08, -0.01, 0.04], [0.01, -0.03, -0.01], [-0.02, -0.01, -0.01], [-0.01, 0.03, -0.01], [0.05, 0.00, 0.04], [0.03, -0.10, 0.04], [0.02, 0.01, 0.00], [0.00, 0.00, -0.01], [0.00, 0.04, -0.01], [0.06, -0.06, -0.04], [0.10, -0.10, -0.04], [0.05, 0.10, -0.06], [-0.27, 0.79, 1.06], [0.14, 0.47, 0.70], [-0.53, 0.05, 0.97], [0.03, 0.06, 0.07], [-0.08, -0.02, 0.00], [0.02, -0.05, 0.04], [0.03, -0.12, 0.02], [-0.17, -0.02, -0.03], [0.12, 0.03, -0.02], [0.05, 0.18, -0.05], [-0.07, -0.06, -0.09], [-0.62, 0.78, -0.21], [0.02, 0.00, 0.02], [0.06, 0.02, 0.02], [0.01, -0.01, 0.02], [0.04, -0.03, 0.01], [0.00, 0.03, 0.01], [0.06, -0.01, 0.08]], "charge": 2, "e_homo_ev": -13.3, "orbital_gap_ev": 6.6886}

[2]
{"formula": "C29H32Cl2FeN6O4P2S", "method": "the ωB97M-V functional and the def2-TZVPD basis", "species": ["Fe", "Cl", "C", "C", "C", "Cl", "C", "O", "C", "C", "O", "C", "H", "H", "H", "C", "P", "C", "C", "C", "P", "C", "C", "H", "H", "H", "H", "H", "H", "H", "H", "H", "H", "H", "H", "H", "H", "H", "H", "N", "C", "C", "C", "C", "C", "C", "S", "O", "O", "N", "C", "N", "C", "C", "C", "N", "H", "H", "H", "H", "H", "H", "H", "H", "H", "N", "C", "C", "C", "C", "N", "C", "C", "H", "H", "H", "H"], "coordinates": [[-0.1064, 0.1764, 0.1310], [7.3523, 0.6285, 0.7290], [5.6343, 0.5253, 0.8530], [5.0393, 0.3975, 2.1067], [3.6710, 0.3129, 2.2337], [3.0330, 0.2080, 3.8436], [2.7944, 0.3328, 1.1181], [1.5069, 0.2406, 1.2959], [3.4426, 0.4907, -0.1348], [2.6712, 0.5746, -1.3484], [1.4544, 0.4737, -1.4138], [4.8367, 0.5826, -0.2600], [5.6551, 0.3708, 2.9954], [3.2324, 0.7345, -2.2811], [5.2738, 0.7014, -1.2436], [-2.4225, -1.9769, 1.9369], [-0.9580, -0.9189, 2.0226], [0.2611, -2.0248, 2.7835], [-1.3867, 0.3158, 3.3041], [-0.3546, 1.4373, 3.2731], [-0.3488, 2.1092, 1.5670], [-1.7658, 3.2713, 1.6984], [1.0568, 3.2604, 1.5030], [-2.7544, -2.1431, 2.9639], [-2.1747, -2.9403, 1.4906], [-3.2248, -1.5467, 1.3447], [-0.1508, -2.3813, 3.7296], [1.2037, -1.5201, 2.9598], [0.4172, -2.8849, 2.1328], [-1.4649, -0.1746, 4.2764], [-2.3837, 0.6901, 3.0501], [0.6424, 1.0563, 3.4845], [-0.5748, 2.2328, 3.9854], [-1.7376, 3.7362, 2.6851], [-2.7165, 2.7575, 1.5704], [-1.7080, 4.0747, 0.9675], [0.9485, 3.9996, 2.2986], [1.0760, 3.7815, 0.5453], [1.9962, 2.7297, 1.6372], [-5.5776, 4.4722, -1.1005], [-5.0343, 3.2121, -1.1857], [-4.7591, 2.4739, -0.0233], [-4.1792, 1.2256, -0.1107], [-3.8289, 0.7033, -1.3496], [-4.1172, 1.4118, -2.5068], [-4.7142, 2.6542, -2.4282], [-3.2426, -0.9436, -1.4966], [-3.1314, -1.2457, -2.8952], [-4.0715, -1.7629, -0.6536], [-1.7185, -0.8828, -0.8497], [-0.9281, -1.9617, -0.9650], [0.2707, -1.6576, -0.4049], [1.2801, -2.5230, -0.4974], [1.0773, -3.7433, -1.0947], [-0.2179, -4.0096, -1.5622], [-1.2191, -3.1513, -1.5036], [-6.0645, 4.7113, -0.2534], [-5.9963, 4.8512, -1.9330], [-5.0405, 2.8778, 0.9425], [-4.0236, 0.6382, 0.7875], [-3.8898, 0.9695, -3.4679], [-4.9440, 3.2008, -3.3354], [2.2281, -2.2253, -0.0644], [1.8712, -4.4685, -1.1808], [-0.4484, -4.9756, -1.9993], [-2.0279, 4.3600, -6.1571], [-1.7659, 3.7643, -5.2112], [-1.4384, 3.0252, -4.0240], [-1.5880, 3.6027, -2.7728], [-1.2831, 2.8368, -1.6615], [-0.8201, 1.5906, -1.7114], [-0.7103, 1.0396, -2.9267], [-1.0078, 1.7042, -4.0994], [-1.9562, 4.6121, -2.6581], [-1.4378, 3.2541, -0.6813], [-0.3861, 0.0101, -2.9651], [-0.9098, 1.1996, -5.0497]], "forces_ev_per_a": [[0.28, -0.36, 0.69], [0.04, 0.00, -0.01], [-0.07, 0.01, -0.06], [-0.02, -0.01, -0.01], [0.09, 0.03, -0.01], [-0.08, -0.04, 0.00], [0.16, 0.08, -0.08], [-0.11, 0.04, -0.10], [-0.10, -0.02, -0.02], [-0.04, -0.06, 0.19], [-0.08, 0.13, -0.18], [0.03, 0.00, 0.10], [0.00, 0.00, 0.00], [0.03, -0.01, 0.00], [0.01, 0.00, 0.00], [0.06, 0.03, -0.04], [-0.13, 0.09, 0.06], [-0.08, 0.03, 0.02], [0.04, -0.03, -0.09], [0.08, -0.04, -0.15], [-0.14, 0.17, -0.07], [0.02, -0.05, 0.08], [-0.04, 0.00, 0.03], [0.00, -0.04, 0.00], [0.03, 0.03, -0.05], [-0.01, 0.03, 0.04], [0.00, 0.00, 0.00], [0.03, 0.03, 0.00], [0.01, 0.02, -0.02], [0.06, 0.00, 0.01], [-0.01, 0.00, 0.03], [-0.03, -0.01, 0.02], [-0.06, 0.00, -0.01], [0.01, -0.03, 0.01], [0.06, 0.03, -0.02], [-0.01, -0.01, 0.00], [0.01, 0.01, -0.01], [-0.02, -0.03, -0.02], [0.00, 0.00, -0.01], [0.02, 0.08, 0.02], [0.02, -0.10, 0.02], [-0.06, 0.03, -0.09], [0.05, -0.01, 0.01], [-0.02, -0.06, 0.03], [-0.03, -0.01, -0.05], [0.00, 0.02, 0.03], [-0.10, -0.05, -0.13], [0.01, 0.04, 0.03], [0.07, 0.00, -0.02], [0.13, 0.05, 0.28], [0.06, 0.05, 0.05], [-0.10, -0.30, -0.44], [-0.07, -0.06, 0.09], [0.00, 0.00, 0.00], [0.05, -0.03, 0.02], [0.00, 0.09, -0.02], [-0.01, 0.00, 0.00], [-0.02, -0.01, -0.01], [-0.02, 0.01, -0.01], [0.00, -0.01, -0.01], [-0.01, 0.00, 0.02], [-0.01, 0.00, 0.00], [0.00, 0.01, -0.01], [-0.01, -0.01, 0.00], [0.00, 0.01, 0.00], [-0.02, -0.01, 0.03], [0.02, 0.05, -0.10], [0.02, -0.10, 0.08], [-0.01, -0.03, 0.00], [0.13, 0.09, 0.06], [-0.13, 0.23, -0.23], [-0.02, -0.13, 0.08], [-0.01, 0.07, -0.01], [0.00, 0.01, -0.01], [0.05, 0.01, -0.04], [0.03, 0.03, 0.00], [-0.01, 0.01, 0.00]], "charge": 1, "multiplicity": 2, "e_homo_ev": [-10.9, -10.9], "orbital_gap_ev": [7.1675, 7.6419], "s2": 0.82}

Listing energy relative to the best compared isomer or geometry (same formula, charge and spin) for the structures above in their given order: 24.11; 22.25 kcal per mole.
Listing E_tot for the structures above in their given order: -114150.599; -136563.293 eV.